# 1
A structure of composition ClH3N2O4PS2, computed with wB97M-V/def2-TZVPD.

Output
calculated total energy	-54701.052	eV
energy relative to the best compared isomer or geometry (same formula, charge and spin)	0.0000	eV
HOMO	-5.7	eV
charge	-1
gap between HOMO and LUMO	8.93	eV
strongest force on any atom	0.5	eV/A

Element x y z (Å)
N 2.7278 -0.4459 0.5142
P 1.4499 -0.2944 -0.3687
S 0.1192 1.3470 0.2667
O 0.3139 1.4229 1.6888
O 0.5598 2.4578 -0.5460
N -1.4137 1.0652 -0.1443
S -2.0836 -0.3062 0.1478
O -3.4983 -0.1754 0.2797
O -1.3634 -1.1775 1.0329
Cl -1.9143 -1.2963 -1.7120
H 2.7595 -1.3261 1.0114
H 0.6311 -1.4223 -0.4974
H 1.7121 0.1511 -1.6732

Cartesian forces (eV/Å) of the 6 atoms listed first:
N 0.1276 -0.0985 -0.3919
P 0.2608 -0.1634 0.4077
S 0.1863 0.1180 -0.1059
O -0.1532 0.0112 0.0798
O -0.0307 0.0180 0.0316
N 0.0834 -0.1340 -0.0290

The molecule's Mulliken atomic charges, reported in e, are given here: number 1, N, carries -0.679; number 2, P, carries 0.393; number 3, S, carries 0.926; number 4, O, carries -0.577; number 5, O, carries -0.628; number 6, N, carries -0.318; number 7, S, carries 0.878; number 8, O, carries -0.570; number 9, O, carries -0.513; number 10, Cl, carries -0.279; number 11, H, carries 0.228; number 12, H, carries 0.059; number 13, H, carries 0.080

=====

# 2
A cluster of 2 separate species, ClH3NO2P in total in a non-equilibrium geometry, computed with wB97M-V/def2-TZVPD.

Output
calculated total energy	-27443.217	eV
energy relative to the best compared isomer or geometry (same formula, charge and spin)	3.6305	eV
HOMO	-9.7	eV
charge	0
gap between HOMO and LUMO	7.83	eV
strongest force on any atom	4.2	eV/A

Element x y z (Å)
N -0.0572 0.5425 -1.1187
O -0.4561 0.4915 1.6562
O 1.0762 0.7748 -0.3563
P 1.0701 0.4327 1.2159
Cl -0.3684 -2.0800 0.3366
H 0.2575 0.3921 -2.2262
H -0.5206 -0.3653 -0.7159
H -1.0017 -0.1883 1.2085

Cartesian forces (eV/Å) of the 6 atoms listed first:
N -1.2113 -0.9502 -3.4599
O 1.2854 0.4231 0.3148
O 0.9765 -0.8626 1.3997
P -1.7426 -0.1363 -1.5370
Cl 0.4034 0.4693 0.3250
H -0.6495 0.3190 4.1367

The molecule's Mulliken atomic charges, reported in e, are given here: number 1, N, carries -0.370; number 2, O, carries -0.323; number 3, O, carries -0.052; number 4, P, carries 0.566; number 5, Cl, carries -0.659; number 6, H, carries 0.291; number 7, H, carries 0.215; number 8, H, carries 0.332

=====

# 3
A structure of composition ClH3NO2P in a non-equilibrium geometry, computed with wB97M-V/def2-TZVPD.

Output
calculated total energy	-27443.131	eV
energy relative to the best compared isomer or geometry (same formula, charge and spin)	3.7159	eV
HOMO (spin up / spin down)	-10.1 / -10.1	eV
charge	0
gap between HOMO and LUMO (spin up / spin down)	8.31 / 8.30	eV
strongest force on any atom	3.4	eV/A

Element x y z (Å)
N -0.2373 0.5560 1.8166
O 1.4430 -0.5989 -1.2831
O -0.9190 -1.4125 0.2484
P -0.4019 0.0424 0.3734
Cl -1.4329 1.3206 -0.8171
H -0.0781 1.6126 1.9490
H 1.7963 0.0385 -1.9022
H -0.1701 -1.5588 -0.3852

Cartesian forces (eV/Å) of the 6 atoms listed first:
N 0.6679 1.5645 -0.5595
O -2.3370 -0.5020 2.4861
O 1.1581 0.3581 -0.7670
P 0.7988 2.7730 0.2465
Cl 0.3725 -0.6055 0.0002
H -0.3277 -2.2722 -0.4234

The molecule's Mulliken atomic charges, reported in e, are given here: number 1, N, carries -0.500; number 2, O, carries -0.772; number 3, O, carries -0.346; number 4, P, carries 0.796; number 5, Cl, carries -0.139; number 6, H, carries 0.287; number 7, H, carries 0.238; number 8, H, carries 0.436

=====

# 4
The molecule ClH3O2SSi in a non-equilibrium geometry, computed with wB97M-V/def2-TZVPD.

Output
calculated total energy	-35377.276	eV
energy relative to the best compared isomer or geometry (same formula, charge and spin)	1.2543	eV
HOMO	-11.0	eV
charge	0
gap between HOMO and LUMO	10.34	eV
SMILES	O=S(=O)([SiH3])Cl
strongest force on any atom	6.2	eV/A

Element x y z (Å)
O 2.6531 1.3969 -1.2168
O 2.6926 1.2289 1.3562
Si 0.1876 -0.0003 -0.0701
S 2.3349 0.6207 -0.0563
Cl 3.3556 -1.2022 -0.2146
H 0.0348 -0.4729 -1.4448
H 0.1823 -1.0373 0.9576
H -0.5485 1.2233 0.2409

Cartesian forces (eV/Å) of the 6 atoms listed first:
O -0.0257 -0.1795 -0.1577
O -1.4773 -2.6175 -5.3053
Si 0.4643 -0.1193 0.0190
S 1.7067 2.6056 5.3477
Cl -0.3342 0.4038 0.0626
H -0.1336 -0.0861 -0.0732

The molecule's Mulliken atomic charges, reported in e, are given here: number 1, O, carries -0.474; number 2, O, carries -0.529; number 3, Si, carries 0.522; number 4, S, carries 0.798; number 5, Cl, carries -0.179; number 6, H, carries -0.046; number 7, H, carries -0.045; number 8, H, carries -0.047

=====

# 5
The molecule ClH3O2SSi in a non-equilibrium geometry, computed with wB97M-V/def2-TZVPD.

Output
calculated total energy	-35373.344	eV
energy relative to the best compared isomer or geometry (same formula, charge and spin)	2.2917	eV
HOMO (spin up / spin down)	-6.6 / -10.7	eV
multiplicity	3
charge	0
gap between HOMO and LUMO (spin up / spin down)	6.64 / 6.26	eV
strongest force on any atom	4.5	eV/A

Element x y z (Å)
O -1.9937 -1.1220 0.8705
O -0.1200 0.6760 0.4707
Si 0.5094 0.4876 -0.9759
S -1.0612 -0.3713 1.6617
Cl 0.5555 -1.5715 2.0651
H 0.8293 1.9534 -0.8484
H 1.8358 -0.3262 -1.2349
H -0.5550 0.2740 -2.0088

Cartesian forces (eV/Å) of the 6 atoms listed first:
O -1.8492 -1.2340 -2.2371
O 0.3648 1.0130 0.6898
Si 1.6419 0.4144 -2.6534
S -0.0102 -0.3903 4.4501
Cl 0.4027 0.0307 -0.0023
H 0.4274 -0.1064 -0.8248

The molecule's Mulliken atomic charges, reported in e, are given here: number 1, O, carries -0.297; number 2, O, carries -0.092; number 3, Si, carries 0.260; number 4, S, carries 0.439; number 5, Cl, carries -0.108; number 6, H, carries -0.061; number 7, H, carries -0.065; number 8, H, carries -0.077

=====

# 6
A cluster of 2 separate species, ClH3OSi in total in a non-equilibrium geometry, computed with wB97M-V/def2-TZVPD.

Output
calculated total energy	-22495.410	eV
energy relative to the best compared isomer or geometry (same formula, charge and spin)	3.1000	eV
HOMO	-9.7	eV
charge	0
gap between HOMO and LUMO	9.47	eV
strongest force on any atom	5.0	eV/A

Element x y z (Å)
O 0.6980 -1.5728 -0.0080
Si -0.3511 0.6152 -0.0035
Cl -2.2184 0.0106 -0.0679
H 1.6324 -1.3863 0.0732
H 0.1872 1.1145 -1.2485
H 0.0519 1.2188 1.2546

Atomic forces in eV per Å
O -2.1441 3.4152 0.0367
Si 2.7611 -4.1157 0.0712
Cl -1.0278 -0.0851 -0.0360
H 0.4511 0.1752 0.0447
H -0.0234 0.3862 -0.2165
H -0.0168 0.2241 0.1000

The molecule's Mulliken atomic charges, reported in e, are given here: number 1, O, carries -0.742; number 2, Si, carries 0.701; number 3, Cl, carries -0.113; number 4, H, carries 0.253; number 5, H, carries -0.049; number 6, H, carries -0.050

=====

# 7
A cluster of 2 separate species, ClH3S in total in a non-equilibrium geometry, computed with wB97M-V/def2-TZVPD.

Output
calculated total energy	-23405.777	eV
energy relative to the best compared isomer or geometry (same formula, charge and spin)	0.5986	eV
HOMO	-9.2	eV
charge	0
gap between HOMO and LUMO	9.90	eV
SMILES	Cl.S
strongest force on any atom	1.5	eV/A

Element x y z (Å)
H 0.4991 0.7278 0.8778
H 1.4249 0.6392 -0.8320
H -1.2987 -1.9058 -0.2647
S 0.4954 1.4230 -0.2685
Cl -1.1208 -0.8842 0.4874

Atomic forces in eV per Å
H 0.3108 0.3363 -0.1734
H -0.0502 -0.0291 0.0876
H -0.0975 -0.0778 0.1295
S 0.7139 1.0435 -0.1223
Cl -0.8770 -1.2729 0.0786

The molecule's Mulliken atomic charges, reported in e, are given here: number 1, H, carries 0.148; number 2, H, carries 0.157; number 3, H, carries 0.237; number 4, S, carries -0.315; number 5, Cl, carries -0.227

=====

# 8
The molecule ClH4N2PS in a non-equilibrium geometry, computed with wB97M-V/def2-TZVPD.

Output
calculated total energy	-35689.664	eV
energy relative to the best compared isomer or geometry (same formula, charge and spin)	0.0000	eV
HOMO (spin up / spin down)	-5.2 / -9.4	eV
multiplicity	3
charge	0
gap between HOMO and LUMO (spin up / spin down)	5.79 / 6.94	eV
strongest force on any atom	3.3	eV/A

Element x y z (Å)
N -1.2979 0.2833 -0.5152
N 0.7025 -1.3926 0.2863
P 0.2941 0.2240 -0.0477
S 1.5541 1.6100 -1.1108
Cl -0.1985 1.0697 1.8642
H -1.4960 0.3058 -1.5278
H -1.7713 1.0994 -0.0834
H 0.6251 -1.5414 1.2883
H 1.5879 -1.6582 -0.1539

Cartesian forces (eV/Å) of the 6 atoms listed first:
N -1.5056 1.2095 -0.8773
N -0.3893 0.0277 0.1286
P -0.4481 -1.2133 2.0161
S 1.5022 2.2037 -1.8921
Cl 0.3252 -0.4772 -0.2106
H 0.3656 -0.2881 0.6777

The molecule's Mulliken atomic charges, reported in e, are given here: number 1, N, carries -0.597; number 2, N, carries -0.643; number 3, P, carries 0.586; number 4, S, carries -0.245; number 5, Cl, carries -0.309; number 6, H, carries 0.301; number 7, H, carries 0.288; number 8, H, carries 0.280; number 9, H, carries 0.339

=====

# 9
A cluster of 2 separate species, ClH5N2Si in total in a non-equilibrium geometry, computed with wB97M-V/def2-TZVPD.

Output
calculated total energy	-23460.918	eV
energy relative to the best compared isomer or geometry (same formula, charge and spin)	3.1974	eV
HOMO	-8.1	eV
charge	0
gap between HOMO and LUMO	8.48	eV
strongest force on any atom	4.7	eV/A

Element x y z (Å)
N -0.5932 0.9095 1.7214
N -0.0595 -0.2684 -1.5756
Si 0.7452 -0.4698 -0.0960
Cl 2.6574 0.1613 -0.1857
H -0.6836 0.0698 2.2158
H -1.4470 1.3206 1.4512
H 0.0140 0.7286 -1.9693
H -0.9643 -0.7051 -1.8536
H 0.3310 -1.7464 0.2917

Cartesian forces (eV/Å) of the 6 atoms listed first:
N 4.2121 -0.4067 -2.0648
N -0.2859 2.2053 -1.4354
Si -2.9719 2.9080 0.9610
Cl -0.1257 -0.1220 0.1957
H -0.8404 -1.2669 1.0315
H -1.2770 -0.0827 -0.7934

The molecule's Mulliken atomic charges, reported in e, are given here: number 1, N, carries -0.696; number 2, N, carries -0.466; number 3, Si, carries 0.590; number 4, Cl, carries -0.167; number 5, H, carries 0.176; number 6, H, carries 0.157; number 7, H, carries 0.245; number 8, H, carries 0.256; number 9, H, carries -0.094